Molecular formula: C3H11NS
Method: DFT, ωB97M-V with the def2-TZVPD basis set

Properties
* calculated total energy: -15613.944 eV
* gap between HOMO and LUMO: 9.6 eV
* E_HOMO: -8.46 eV
* charge: 0
* relative energy (zero: lowest compared OMol25 entry of this formula, charge and spin): 0.8066 eV

Atoms and positions in Å:
C (-6.924, 3.025, 0.404)
N (-6.594, 1.582, 0.221)
H (-6.009, 3.541, 0.691)
H (-7.326, 3.410, -0.539)
H (-7.679, 3.206, 1.162)
H (-5.860, 1.444, -0.469)
H (-7.374, 1.244, -0.342)
C (3.009, -1.302, -1.511)
S (4.061, -0.790, -0.112)
C (3.374, -1.894, 1.201)
H (3.574, -1.124, -2.422)
H (2.813, -2.372, -1.487)
H (2.116, -0.703, -1.397)
H (4.149, -1.992, 1.949)
H (3.228, -2.830, 0.665)
H (2.403, -1.546, 1.536)

Mulliken population analysis, charges in e, atoms 1 to 4: -0.624, -0.593, 0.271, 0.244

---

Molecular formula: C3H11NS
Method: DFT, ωB97M-V with the def2-TZVPD basis set

Properties
* calculated total energy: -15611.312 eV
* gap between HOMO and LUMO: 5.1 eV
* E_HOMO: -5.56 eV
* charge: 0
* relative energy (zero: lowest compared OMol25 entry of this formula, charge and spin): 3.4383 eV

Atoms and positions in Å:
C (3.676, -0.377, 0.927)
S (1.930, -0.395, 0.727)
H (4.176, -1.383, 0.948)
H (4.289, 0.147, 0.170)
H (4.059, 0.011, 1.878)
C (-1.725, 1.072, 0.431)
N (-1.734, -0.305, -0.075)
C (-1.457, -0.357, -1.506)
H (-1.944, 1.131, 1.506)
H (-0.725, 1.513, 0.564)
H (-2.473, 1.711, -0.018)
H (-2.649, -0.701, 0.131)
H (-1.023, -0.894, 0.405)
H (-2.057, 0.347, -2.106)
H (-1.873, -1.233, -2.018)
H (-0.470, -0.287, -1.963)

Mulliken population analysis, charges in e, atoms 1 to 4: -0.928, -0.644, 0.224, 0.234

---

Molecular formula: C3H11NS
Method: DFT, ωB97M-V with the def2-TZVPD basis set

Properties
* calculated total energy: -15614.345 eV
* gap between HOMO and LUMO: 9.8 eV
* E_HOMO: -9.09 eV
* charge: 0
* relative energy (zero: lowest compared OMol25 entry of this formula, charge and spin): 0.4056 eV

Atoms and positions in Å:
C (1.404, 1.832, 2.428)
S (2.209, 2.954, 1.233)
H (0.515, 2.326, 2.808)
H (1.141, 0.877, 2.002)
H (2.107, 1.716, 3.239)
C (-2.693, -3.026, -2.460)
C (-1.374, -2.699, -1.778)
N (-1.584, -1.775, -0.674)
H (-2.549, -3.642, -3.343)
H (-3.356, -3.529, -1.756)
H (-3.183, -2.071, -2.694)
H (-0.868, -3.622, -1.486)
H (-0.703, -2.220, -2.488)
H (-0.733, -1.286, -0.425)
H (-1.918, -2.220, 0.170)
H (1.411, 2.700, 0.193)

Mulliken population analysis, charges in e, atoms 1 to 4: -0.665, -0.189, 0.273, 0.230

---

Molecular formula: C3H11NSi
Method: DFT, ωB97M-V with the def2-TZVPD basis set

Properties
* calculated total energy: -12654.798 eV
* gap between HOMO and LUMO (spin up / spin down): 7.7 / 7.5 eV
* E_HOMO (spin up / spin down): -7.09 / -6.72 eV
* charge: 0
* relative energy (zero: lowest compared OMol25 entry of this formula, charge and spin): 2.3467 eV

Atoms and positions in Å:
C (-1.367, 1.246, 0.479)
C (-1.498, -1.156, -0.315)
C (-1.067, 0.249, -0.607)
N (2.639, -0.646, 0.721)
Si (1.984, 0.334, -0.530)
H (-1.033, 0.872, 1.445)
H (-0.873, 2.195, 0.288)
H (-2.444, 1.441, 0.561)
H (-1.007, -1.538, 0.580)
H (-1.274, -1.821, -1.147)
H (-2.580, -1.200, -0.134)
H (-1.295, 0.598, -1.606)
H (2.499, -0.388, 1.683)
H (2.587, -1.647, 0.622)
H (2.417, -0.259, -1.787)
H (2.313, 1.722, -0.252)

Mulliken population analysis, charges in e, atoms 1 to 4: -1.106, -1.112, -0.102, -0.451

---

Molecular formula: C3H11O2S
Method: DFT, ωB97M-V with the def2-TZVPD basis set

Properties
* calculated total energy: -18219.492 eV
* gap between HOMO and LUMO: 6.6 eV
* E_HOMO: -2.93 eV
* charge: -1
* relative energy (zero: lowest compared OMol25 entry of this formula, charge and spin): 1.8214 eV

Atoms and positions in Å:
C (-1.342, -1.181, -0.427)
C (-0.001, -1.903, 0.274)
C (0.535, -1.230, 1.645)
S (2.033, -0.048, 1.678)
H (-1.861, -1.006, 0.610)
H (-1.905, -1.835, -0.967)
H (-0.984, -0.213, -0.803)
H (-0.552, -2.822, 0.770)
H (0.662, -2.368, -0.428)
H (0.754, -2.029, 2.343)
H (-0.368, -0.736, 2.017)
H (-0.793, 3.827, -2.249)
H (0.467, 3.189, -1.396)
O (0.071, 3.974, -1.801)
H (0.716, 0.934, -0.724)
H (1.386, 1.731, 0.200)
O (1.181, 1.715, -0.742)

Mulliken population analysis, charges in e, atoms 1 to 4: -0.748, -0.656, -0.623, -0.671

---

Molecular formula: C3H11O2S
Method: DFT, ωB97M-V with the def2-TZVPD basis set

Properties
* calculated total energy: -18215.445 eV
* gap between HOMO and LUMO: 6.1 eV
* E_HOMO: -4.01 eV
* charge: -1
* relative energy (zero: lowest compared OMol25 entry of this formula, charge and spin): 5.8684 eV

Atoms and positions in Å:
C (1.498, 0.724, 0.178)
C (0.134, 0.455, -0.480)
C (-0.614, 1.705, -0.905)
S (-1.065, 2.739, 0.525)
H (1.310, 1.542, 0.927)
H (2.249, 0.987, -0.575)
H (1.803, -0.125, 0.724)
H (0.213, -0.352, -1.178)
H (-0.429, 0.009, 0.306)
H (-1.587, 1.368, -1.454)
H (0.049, 2.290, -1.635)
H (-0.893, -0.050, 1.180)
H (0.859, -2.814, 1.388)
O (0.670, -1.976, 0.990)
H (-1.896, -2.778, -0.044)
H (-0.734, -1.782, 0.301)
O (-1.568, -1.942, -0.249)

Mulliken population analysis, charges in e, atoms 1 to 4: -0.986, 0.352, -0.577, -0.460

---

Molecular formula: C3H11O3PSi
Method: DFT, ωB97M-V with the def2-TZVPD basis set

Properties
* calculated total energy: -26600.497 eV
* gap between HOMO and LUMO: 10.3 eV
* E_HOMO: -10.53 eV
* charge: 0
* relative energy (zero: lowest compared OMol25 entry of this formula, charge and spin): 0.8760 eV

Atoms and positions in Å:
C (-1.890, 1.216, 0.440)
C (0.401, -0.650, 1.476)
C (-1.319, -1.762, -0.761)
O (2.274, 2.382, -0.777)
O (3.191, 0.209, -1.240)
O (0.576, 0.394, -1.161)
Si (-0.544, -0.147, -0.083)
P (3.565, 1.693, -0.775)
H (-2.681, 1.528, -0.101)
H (-2.372, 0.534, 1.240)
H (-1.588, 1.926, 1.174)
H (0.928, 0.191, 2.007)
H (-0.224, -0.998, 2.342)
H (1.169, -1.387, 1.336)
H (-0.602, -2.251, -1.469)
H (-1.715, -2.477, -0.173)
H (-2.241, -1.656, -1.427)
H (0.803, 1.347, -1.166)
H (2.269, -0.091, -0.882)

Mulliken population analysis, charges in e, atoms 1 to 4: -1.150, -1.130, -1.223, -0.479

---

Molecular formula: C3H11P3
Method: DFT, ωB97M-V with the def2-TZVPD basis set

Properties
* calculated total energy: -31153.015 eV
* gap between HOMO and LUMO: 9.8 eV
* E_HOMO: -9.06 eV
* charge: 0
* relative energy (zero: lowest compared OMol25 entry of this formula, charge and spin): 1.0287 eV

Atoms and positions in Å:
C (-2.525, -0.462, -0.249)
C (-1.898, 0.829, 0.161)
C (-1.302, 1.769, -0.571)
P (3.750, -1.793, 0.304)
P (2.607, 1.412, 0.481)
P (2.623, -0.382, -0.847)
H (-1.735, -0.881, -0.831)
H (-2.674, -1.098, 0.620)
H (-3.509, -0.369, -0.678)
H (3.801, 0.101, -1.548)
H (-1.856, 0.865, 1.301)
H (-1.147, 1.817, -1.706)
H (-0.745, 2.542, 0.050)
H (2.508, -2.141, 1.083)
H (4.234, -1.002, 1.323)
H (2.839, 2.237, -0.715)
H (1.308, 1.644, 0.312)

Mulliken population analysis, charges in e, atoms 1 to 4: -0.926, 0.146, -0.804, -0.123

---

Molecular formula: C3H12ClN6O4V
Method: DFT, ωB97M-V with the def2-TZVPD basis set

Properties
* calculated total energy: -58642.358 eV
* gap between HOMO and LUMO (spin up / spin down): 4.9 / 5.3 eV
* spin multiplicity: 2
* E_HOMO (spin up / spin down): -11.86 / -11.86 eV
* charge: +1

Atoms and positions in Å:
O (-0.471, 3.852, -0.326)
V (-1.105, 3.199, 0.933)
Cl (-0.227, 0.973, 0.578)
C (1.602, -2.617, 2.980)
O (1.985, -3.303, 3.900)
N (0.407, -1.915, 3.039)
N (2.303, -2.501, 1.800)
H (-0.108, -1.994, 3.893)
H (0.153, -1.280, 2.310)
H (3.218, -2.905, 1.726)
H (2.061, -1.924, 1.014)
C (-3.641, 1.973, -0.652)
O (-2.860, 2.801, -0.097)
N (-4.826, 2.387, -1.114)
N (-3.326, 0.671, -0.757)
H (-5.049, 3.368, -1.116)
H (-5.403, 1.791, -1.683)
H (-3.756, -0.038, -1.327)
H (-2.386, 0.418, -0.476)
C (2.846, -0.704, -2.224)
O (3.197, -1.412, -3.145)
N (3.738, -0.152, -1.316)
N (1.524, -0.350, -2.020)
H (4.678, -0.492, -1.289)
H (3.390, 0.526, -0.665)
H (0.838, -0.601, -2.705)
H (1.218, 0.231, -1.263)

Mulliken population analysis, charges in e, atoms 1 to 4: -0.347, 1.397, -0.381, 0.538

---

Molecular formula: C3H12N2
Method: DFT, ωB97M-V with the def2-TZVPD basis set

Properties
* calculated total energy: -6284.711 eV
* gap between HOMO and LUMO: 9.7 eV
* E_HOMO: -8.58 eV
* charge: 0
* relative energy (zero: lowest compared OMol25 entry of this formula, charge and spin): 0.8835 eV

Atoms and positions in Å:
C (2.236, 0.766, -1.645)
N (1.740, -0.591, -1.681)
H (2.455, 1.112, -2.670)
H (3.255, 0.826, -1.211)
H (1.648, 1.502, -1.103)
H (0.922, -0.742, -1.137)
H (2.026, -1.136, -2.466)
C (-0.891, -1.211, 0.995)
C (-1.407, 0.210, 0.815)
N (-2.197, 0.670, 1.968)
H (-0.464, -1.300, 1.987)
H (-1.717, -1.925, 0.975)
H (-0.210, -1.572, 0.219)
H (-0.506, 0.840, 0.719)
H (-1.935, 0.495, -0.103)
H (-3.129, 0.831, 1.631)
H (-1.825, 1.225, 2.708)

Mulliken population analysis, charges in e, atoms 1 to 4: -0.689, -0.370, 0.247, 0.245

---

Molecular formula: C3H12N2
Method: DFT, ωB97M-V with the def2-TZVPD basis set

Properties
* calculated total energy: -6285.155 eV
* gap between HOMO and LUMO: 10.3 eV
* E_HOMO: -9.12 eV
* charge: 0
* relative energy (zero: lowest compared OMol25 entry of this formula, charge and spin): 0.4392 eV

Atoms and positions in Å:
C (1.099, 3.062, -4.165)
N (1.104, 1.590, -3.870)
H (0.178, 3.353, -4.676)
H (1.187, 3.626, -3.236)
H (1.942, 3.343, -4.785)
H (1.486, 1.168, -4.712)
H (0.140, 1.275, -3.904)
C (-1.473, -1.451, 3.774)
C (-0.673, -2.266, 2.761)
N (0.051, -1.405, 1.861)
H (-0.939, -0.504, 3.963)
H (-1.617, -1.900, 4.744)
H (-2.410, -1.111, 3.332)
H (-1.350, -2.944, 2.251)
H (-0.016, -2.964, 3.307)
H (0.431, -1.897, 1.061)
H (0.860, -0.974, 2.293)

Mulliken population analysis, charges in e, atoms 1 to 4: -0.622, -0.578, 0.243, 0.215

---

Molecular formula: C3H12N2
Method: DFT, ωB97M-V with the def2-TZVPD basis set

Properties
* calculated total energy: -6285.048 eV
* gap between HOMO and LUMO: 9.9 eV
* E_HOMO: -8.95 eV
* charge: 0
* relative energy (zero: lowest compared OMol25 entry of this formula, charge and spin): 0.5464 eV

Atoms and positions in Å:
C (-2.726, 0.610, 0.740)
N (-1.423, 0.263, 1.326)
H (-2.675, 1.444, 0.045)
H (-3.109, -0.247, 0.193)
H (-3.439, 0.825, 1.538)
H (-0.995, -0.458, 0.761)
H (-0.806, 1.063, 1.334)
C (1.595, 0.846, -0.847)
N (2.004, -0.320, -0.059)
C (1.435, -1.553, -0.579)
H (0.526, 1.080, -0.731)
H (1.795, 0.620, -1.894)
H (2.190, 1.707, -0.536)
H (1.704, -0.198, 0.899)
H (1.876, -1.777, -1.552)
H (1.702, -2.388, 0.065)
H (0.348, -1.519, -0.704)

Mulliken population analysis, charges in e, atoms 1 to 4: -0.685, -0.610, 0.238, 0.308

---

Molecular formula: C3H12N2O
Method: DFT, ωB97M-V with the def2-TZVPD basis set

Properties
* calculated total energy: -8331.842 eV
* gap between HOMO and LUMO: 10.2 eV
* E_HOMO: -9.15 eV
* charge: 0
* relative energy (zero: lowest compared OMol25 entry of this formula, charge and spin): 1.4802 eV

Atoms and positions in Å:
N (-0.147, 0.458, -0.764)
C (1.082, 0.269, 0.267)
C (2.066, 1.447, 0.244)
C (0.564, -0.163, 1.690)
N (1.171, -1.478, 2.117)
H (-0.989, -0.001, -0.383)
H (-0.354, 1.482, -0.753)
H (1.622, -0.507, -0.291)
H (2.931, 1.174, 0.893)
H (2.349, 1.437, -0.786)
H (1.589, 2.383, 0.460)
H (-0.452, -0.334, 1.495)
H (0.929, 0.538, 2.518)
H (2.205, -1.468, 1.840)
H (0.928, -2.181, 1.436)
H (-4.365, 0.270, -3.225)
H (-3.716, -1.212, -3.342)
O (-4.015, -0.470, -2.817)

Mulliken population analysis, charges in e, atoms 1 to 4: -0.679, 0.360, -1.303, -0.583